Below is an isolated molecule of C5H5N at a distorted geometry, with properties calculated with ωB97M-V/def2-TZVPD.

Last column: natural (NBO) charge in e.
Positions of all 11 atoms, in Å:
C 2.59 0.05 0.42  -0.22
C 1.49 0.29 0.00  -0.02
C 0.13 0.50 -0.48  -0.46
C -0.82 -0.52 0.14  -0.49
C -2.22 -0.23 -0.18  0.27
N -3.29 0.19 -0.06  -0.31
H 3.58 -0.15 0.77  0.24
H -0.21 1.51 -0.22  0.25
H 0.08 0.42 -1.57  0.24
H -0.51 -1.56 -0.04  0.25
H -0.88 -0.37 1.22  0.26

Multiplicity: 1
SMILES string: C#CCCC#N
Energy above the lowest of the compared OMol25 structures with the same formula, charge and spin: 212.55 kJ/mol
Charge: 0
Frontier orbital gap: 11.2741 eV
Highest occupied orbital energy: -10.58 eV



Below is an isolated molecule of C5H5N at a distorted geometry, with properties calculated with ωB97M-V/def2-TZVPD.

Last column: natural (NBO) charge in e.
Positions of all 11 atoms, in Å:
C -1.08 -0.45 0.38  -0.15
C -0.13 -1.02 -0.56  -0.28
C 1.16 -0.61 -0.67  -0.08
N 1.63 0.29 0.26  -0.41
C 0.66 1.02 0.71  0.02
C -0.76 0.85 0.36  -0.18
H -2.03 -0.90 0.67  0.22
H -0.66 -1.52 -1.36  0.23
H 1.82 -0.97 -1.45  0.21
H 0.81 1.65 1.58  0.20
H -1.43 1.65 0.07  0.22

Multiplicity: 1
SMILES string: c1ccncc1
Energy above the lowest of the compared OMol25 structures with the same formula, charge and spin: 278.61 kJ/mol
Charge: 0
Frontier orbital gap: 8.7706 eV
Highest occupied orbital energy: -8.45 eV



Below is an isolated molecule of C5H5N at a distorted geometry, with properties calculated with ωB97M-V/def2-TZVPD.

Last column: natural (NBO) charge in e.
Positions of all 11 atoms, in Å:
C -1.12 0.74 -0.05  0.39
C 0.70 0.38 0.14  -0.33
C -0.40 1.79 -0.40  -0.37
C -0.75 -1.45 -0.12  0.03
C 0.55 -1.10 -0.14  -0.31
N -1.69 -0.40 0.01  -0.54
H 1.48 0.89 -0.30  0.24
H 0.73 0.57 1.26  0.20
H 0.15 2.53 0.15  0.24
H -1.16 -2.44 -0.21  0.21
H 1.51 -1.51 -0.34  0.24

Multiplicity: 1
Energy above the lowest of the compared OMol25 structures with the same formula, charge and spin: 495.81 kJ/mol
Charge: 0
Frontier orbital gap: 8.8615 eV
Highest occupied orbital energy: -7.95 eV



Below is a 2-piece molecular cluster, C5H5N2 overall at a distorted geometry, with properties calculated with ωB97M-V/def2-TZVPD.

Last column: natural (NBO) charge in e.
Positions of all 12 atoms, in Å:
C 2.25 2.03 -0.19  0.24
C -1.11 0.91 0.96  0.14
C -1.12 -1.60 -1.02  -0.07
C -0.15 -1.20 -0.14  -0.35
C -0.25 -0.17 0.86  0.15
N -1.98 1.65 1.09  -0.05
N 1.50 1.21 0.10  -0.39
H 2.87 2.87 -0.43  0.27
H -0.98 -2.41 -1.71  0.24
H -2.20 -1.09 -1.18  0.25
H 0.82 -1.83 -0.12  0.28
H 0.34 -0.38 1.80  0.29

Multiplicity: 1
Energy above the lowest of the compared OMol25 structures with the same formula, charge and spin: 180.95 kJ/mol
Charge: +1
Frontier orbital gap (spin up / spin down): 8.7044 / 8.7051 eV
Highest occupied orbital energy (spin up / spin down): -16.17 / -16.17 eV



Below is an isolated molecule of C5H5N3 at a distorted geometry, with properties calculated with ωB97M-V/def2-TZVPD.

Last column: natural (NBO) charge in e.
Positions of all 13 atoms, in Å:
C 2.08 -0.15 0.15  0.21
C -0.04 0.40 0.14  0.33
C -1.13 1.29 -0.03  -0.20
C -2.19 0.37 -0.14  -0.25
C -1.60 -0.94 -0.27  0.08
H 3.73 -0.79 -0.40  0.33
H 1.82 -1.10 0.72  0.19
H -0.93 2.28 0.24  0.25
H -3.28 0.43 -0.16  0.23
H -2.63 -1.71 -0.06  0.20
N 3.34 0.08 -0.27  -0.59
N 1.14 0.89 -0.05  -0.33
N -0.31 -1.06 0.13  -0.45

Multiplicity: 1
SMILES string: [H]/N=C/N=C1/C=CC=N1
Energy above the lowest of the compared OMol25 structures with the same formula, charge and spin: 390.44 kJ/mol
Charge: 0
Frontier orbital gap: 7.6569 eV
Highest occupied orbital energy: -9.52 eV



Below is an isolated molecule of C5H5N3 at a distorted geometry, with properties calculated with ωB97M-V/def2-TZVPD.

Last column: natural (NBO) charge in e.
Positions of all 13 atoms, in Å:
C 1.77 0.67 -1.07  0.16
C 1.14 -1.74 -0.18  -0.02
C -0.91 -1.00 0.25  0.26
C 1.53 -0.52 -0.52  0.10
C -1.13 1.40 0.47  -0.43
N 2.09 1.76 -1.30  -0.25
N -0.16 -2.10 0.24  -0.51
N -0.47 0.21 0.10  -0.39
H 1.84 -2.56 -0.10  0.25
H -1.91 -1.14 0.46  0.18
H -0.83 2.25 -0.18  0.23
H -2.22 1.18 0.36  0.21
H -0.73 1.59 1.47  0.21

Multiplicity: 1
Energy above the lowest of the compared OMol25 structures with the same formula, charge and spin: 377.37 kJ/mol
Charge: 0
Frontier orbital gap (spin up / spin down): 7.3195 / 7.3205 eV
Highest occupied orbital energy (spin up / spin down): -8.95 / -8.95 eV